(1)
ORCA calculation (ωB97M-V/def2-TZVPD) on a structure of composition C20H26ClN3O4S at a distorted geometry.

Summary:
**E**: -57157.6827 eV
**Energy relative to the best compared isomer or geometry (same formula, charge and spin)**: 510.1 kcal/mol
**HOMO-LUMO gap**: 7.91 eV
**Max |F|**: 17.7 eV/A

Geometry (Å):
C: 2.588 -0.746 -4.314
H: 3.114 -1.141 -5.038
H: 1.452 -1.031 -4.437
H: 2.595 0.272 -4.321
C: 2.768 -1.438 -3.112
N: 3.166 -2.812 -3.109
C: 2.122 -3.548 -3.536
H: 2.316 -4.765 -3.587
C: 0.818 -3.939 -2.369
N: 0.062 -2.574 -2.164
C: 0.104 -2.134 -0.786
O: 0.457 -2.708 0.121
C: -0.901 -0.734 -1.045
C: -1.393 -0.384 0.334
C: -2.122 0.754 0.362
C: -1.796 1.840 -0.705
C: -1.282 1.566 -1.927
C: -0.586 0.261 -1.998
H: -0.140 -0.026 -2.675
H: -1.032 2.234 -2.569
Cl: -2.606 3.262 -0.477
S: -2.445 1.260 2.036
O: -3.578 2.267 2.070
O: -2.780 0.098 2.695
N: -1.390 1.696 2.858
C: -0.190 1.149 2.654
C: -0.104 0.040 3.211
C: 1.086 -0.919 3.364
C: 2.158 -0.509 2.206
C: 1.956 0.675 1.484
C: 0.846 1.358 1.744
O: 0.527 2.457 0.870
C: 1.558 2.946 -0.025
H: 1.099 3.846 -0.654
H: 2.521 3.146 0.294
H: 1.731 2.131 -0.644
H: 2.575 0.700 0.800
H: 3.090 -1.022 2.156
H: 1.190 -1.774 3.828
H: -0.630 -0.304 4.108
H: -1.104 3.048 2.310
H: -1.239 -1.037 1.046
H: -0.275 -2.210 -3.030
H: 1.214 -4.117 -1.542
H: 0.201 -4.736 -2.752
H: 1.461 -3.144 -4.279
C: 3.925 -3.245 -2.006
C: 3.609 -2.718 -0.584
H: 4.288 -3.530 0.260
H: 2.819 -3.073 -0.244
H: 3.937 -1.858 -0.366
H: 4.984 -3.129 -2.167
H: 3.757 -4.429 -1.832
H: 2.237 -0.932 -2.251
H: 3.921 -0.813 -2.716


(2)
ORCA calculation (ωB97M-V/def2-TZVPD) on a structure of composition C20H26F2O21Pb at a distorted geometry.

Summary:
**E**: -74831.5612 eV
**Energy relative to the best compared isomer or geometry (same formula, charge and spin)**: 62.4 kcal/mol
**HOMO-LUMO gap**: 2.79 eV
**Max |F|**: 7.5 eV/A

Geometry (Å):
Pb: -4.880 25.410 -6.726
O: -5.329 20.379 -2.009
C: -5.361 21.475 -2.760
O: -6.260 21.562 -3.582
O: -4.521 22.398 -2.703
H: -6.156 19.999 -2.313
O: -9.468 30.709 -6.005
C: -8.714 29.651 -6.217
O: -8.159 29.529 -7.304
O: -8.469 28.794 -5.357
H: -9.408 31.101 -6.879
C: 6.293 21.418 -8.403
C: 5.781 22.741 -7.667
C: 5.633 24.005 -8.563
O: 4.391 24.416 -8.332
C: 3.661 23.596 -7.677
O: 2.478 23.783 -7.438
O: 4.439 22.478 -7.405
H: 6.681 20.743 -7.640
H: 7.056 21.590 -9.162
H: 5.517 20.981 -9.032
H: 6.274 22.921 -6.712
H: 5.828 23.903 -9.630
H: 6.335 24.721 -8.135
C: 2.310 34.392 -3.664
C: 1.401 33.825 -4.769
C: 2.101 33.422 -6.083
O: 1.200 32.350 -6.510
C: 0.525 31.937 -5.487
O: -0.105 30.828 -5.362
O: 0.889 32.624 -4.418
H: 1.601 34.735 -2.910
H: 2.861 35.302 -3.903
H: 2.987 33.724 -3.131
H: 0.661 34.556 -5.091
H: 3.081 32.953 -5.999
H: 2.050 34.193 -6.852
C: 1.280 19.336 -13.749
C: -0.277 19.626 -13.856
C: -1.139 18.385 -13.583
O: -1.955 18.804 -12.425
C: -1.631 20.010 -12.066
O: -2.148 20.565 -11.092
O: -0.645 20.466 -12.842
H: 1.552 18.632 -12.962
H: 1.836 20.250 -13.538
H: 1.729 18.966 -14.670
H: -0.563 20.118 -14.785
H: -0.627 17.449 -13.360
H: -1.813 18.207 -14.422
C: -10.595 19.885 -11.866
C: -11.936 20.488 -11.560
O: -11.475 21.704 -11.100
C: -10.287 21.623 -10.612
O: -9.737 22.547 -10.045
O: -9.837 20.378 -10.790
F: -12.557 19.801 -10.613
H: -10.235 20.230 -12.836
H: -10.709 18.812 -12.017
H: -12.547 20.551 -12.460
C: 1.140 28.267 -14.007
C: 0.289 29.466 -14.174
O: -0.693 29.243 -13.203
C: -0.768 27.933 -12.887
O: -1.561 27.393 -12.143
O: 0.192 27.260 -13.517
F: -0.260 29.482 -15.358
H: 1.898 28.485 -13.255
H: 1.661 28.038 -14.937
H: 0.813 30.375 -13.876


(3)
ORCA calculation (ωB97M-V/def2-TZVPD) on a cluster of 3 separate species, C20H26F3N3O8 in total at a distorted geometry.

Summary:
**Structure (SMILES)**: COCC1=C(COC(F)(F)F)C(=O)C=C(CCCCn2cccc2)C1=O.C[N+](=O)[O-].C[N+](=O)[O-]
**E**: -50156.6467 eV
**Energy relative to the best compared isomer or geometry (same formula, charge and spin)**: 6.5 kcal/mol
**HOMO-LUMO gap**: 7.31 eV
**Max |F|**: 2.1 eV/A

Geometry (Å):
C: -2.025 -3.386 4.635
O: -0.958 -4.012 3.941
C: -0.065 -3.110 3.300
C: -0.760 -1.908 2.683
C: -1.560 -1.981 1.626
C: -1.831 -3.259 0.902
O: -3.201 -3.354 0.464
C: -3.362 -4.131 -0.611
F: -2.587 -5.235 -0.588
F: -4.622 -4.539 -0.678
F: -3.088 -3.482 -1.754
C: -2.165 -0.669 1.157
O: -3.318 -0.556 0.796
C: -1.214 0.492 1.231
C: -0.398 0.568 2.273
C: 0.642 1.629 2.518
C: 0.833 2.642 1.375
C: 1.929 2.249 0.371
C: 1.567 1.108 -0.581
N: 0.844 1.525 -1.769
C: 1.084 1.056 -3.010
C: 0.284 1.642 -3.907
C: -0.523 2.572 -3.172
C: -0.140 2.452 -1.898
C: -0.540 -0.541 3.287
O: -0.515 -0.351 4.487
H: -2.875 -3.163 3.988
H: -1.708 -2.509 5.200
H: -2.383 -4.115 5.363
H: 0.368 -3.673 2.472
H: 0.747 -2.810 3.966
H: -1.555 -4.148 1.461
H: -1.197 -3.253 0.006
H: -1.194 1.214 0.427
H: 1.617 1.196 2.747
H: 0.308 2.198 3.388
H: -0.107 2.913 0.900
H: 1.175 3.567 1.846
H: 2.774 1.907 0.956
H: 2.252 3.094 -0.237
H: 1.063 0.296 -0.053
H: 2.503 0.690 -0.952
H: 1.803 0.307 -3.308
H: 0.243 1.451 -4.963
H: -1.292 3.213 -3.534
H: -0.570 3.028 -1.097
C: -3.454 1.436 -6.099
N: -2.087 1.989 -6.295
O: -1.747 2.914 -5.592
O: -1.401 1.465 -7.149
H: -3.942 1.996 -5.310
H: -3.986 1.541 -7.040
H: -3.346 0.391 -5.826
C: 6.894 1.364 1.076
N: 5.407 1.331 1.124
O: 4.877 1.326 2.216
O: 4.824 1.310 0.061
H: 7.271 1.380 2.091
H: 7.222 0.473 0.550
H: 7.182 2.262 0.538


(4)
ORCA calculation (ωB97M-V/def2-TZVPD) on a cluster of 2 separate species, C20H26F9N3O3 in total at a distorted geometry.

Summary:
**Structure (SMILES)**: OC(c1ccc(NCC(F)(F)F)cc1)(C(F)(F)F)C(F)(F)F.CNC(=O)[C@H](CC(C)C)NC(C)=O
**E**: -56234.8103 eV
**HOMO-LUMO gap**: 9.07 eV
**Max |F|**: 1.7 eV/A

Geometry (Å):
O: 3.425 -2.849 -5.345
C: 2.890 -4.043 -4.694
C: 1.826 -3.591 -3.666
C: 1.341 -4.465 -2.670
C: 0.359 -4.059 -1.763
C: -0.177 -2.773 -1.825
N: -1.170 -2.340 -0.951
C: -1.093 -2.607 0.513
C: -0.492 -1.447 1.331
F: -0.587 -1.738 2.654
F: -1.182 -0.299 1.074
F: 0.813 -1.255 1.006
C: 0.271 -1.902 -2.814
C: 1.260 -2.299 -3.721
C: 4.094 -4.795 -4.026
F: 3.800 -6.051 -3.593
F: 4.563 -4.088 -2.961
F: 5.127 -4.902 -4.910
C: 2.220 -4.960 -5.770
F: 1.655 -6.081 -5.242
F: 1.237 -4.275 -6.418
F: 3.122 -5.339 -6.718
H: 4.129 -3.086 -5.978
H: 1.700 -5.486 -2.586
H: -0.002 -4.768 -1.027
H: -1.605 -1.456 -1.214
H: -0.501 -3.501 0.721
H: -2.103 -2.803 0.885
H: -0.140 -0.902 -2.885
H: 1.575 -1.585 -4.477
C: -4.366 4.973 4.368
N: -3.309 4.372 3.558
C: -2.717 3.204 3.826
O: -3.017 2.533 4.810
C: -1.654 2.654 2.853
C: -0.247 3.217 3.147
C: 0.892 2.367 2.550
C: 2.169 3.193 2.403
C: 1.205 1.164 3.442
N: -1.961 2.762 1.411
C: -2.165 3.861 0.681
C: -2.480 3.640 -0.780
O: -2.104 5.001 1.120
H: -4.496 6.021 4.094
H: -4.103 4.907 5.425
H: -5.302 4.436 4.205
H: -2.984 4.872 2.737
H: -1.619 1.589 3.081
H: -0.104 3.284 4.226
H: -0.187 4.232 2.752
H: 0.610 2.010 1.559
H: 2.494 3.559 3.376
H: 1.984 4.040 1.742
H: 2.956 2.576 1.967
H: 1.969 0.545 2.973
H: 1.566 1.503 4.413
H: 0.310 0.564 3.593
H: -2.032 1.887 0.918
H: -3.397 3.060 -0.868
H: -1.654 3.111 -1.251
H: -2.614 4.608 -1.262


(5)
ORCA calculation (ωB97M-V/def2-TZVPD) on an isolated molecule of C20H26N2O2.

Summary:
**Structure (SMILES)**: O[C@H](COCc1ccccc1)CN1CCN(c2ccccc2)CC1
**E**: -28236.3754 eV
**Energy relative to the best compared isomer or geometry (same formula, charge and spin)**: 56.4 kcal/mol
**HOMO-LUMO gap**: 8.28 eV
**Max |F|**: 0.6 eV/A

Geometry (Å):
O: 0.968 4.014 0.307
C: 0.223 2.811 0.309
C: 1.021 1.831 -0.569
O: 0.690 0.479 -0.350
C: 1.391 -0.160 0.706
C: 2.831 -0.420 0.348
C: 3.866 0.264 0.970
C: 5.180 0.036 0.597
C: 5.468 -0.872 -0.406
C: 4.439 -1.554 -1.036
C: 3.128 -1.329 -0.662
C: -1.221 3.098 -0.174
N: -2.184 2.021 -0.210
C: -2.252 1.253 1.021
C: -3.443 0.292 0.962
N: -3.282 -0.616 -0.158
C: -2.381 -1.670 -0.027
C: -2.312 -2.394 1.171
C: -1.453 -3.464 1.319
C: -0.636 -3.866 0.276
C: -0.717 -3.186 -0.926
C: -1.571 -2.111 -1.080
C: -3.277 0.178 -1.370
C: -2.100 1.160 -1.382
H: 0.458 4.699 0.753
H: 0.185 2.410 1.336
H: 2.087 2.010 -0.384
H: 0.819 2.039 -1.623
H: 1.329 0.432 1.629
H: 0.858 -1.105 0.852
H: 3.644 0.976 1.753
H: 5.978 0.573 1.088
H: 6.493 -1.048 -0.698
H: 4.662 -2.263 -1.820
H: 2.318 -1.851 -1.148
H: -1.630 3.865 0.500
H: -1.161 3.532 -1.176
H: -1.345 0.650 1.185
H: -2.373 1.951 1.854
H: -4.366 0.857 0.807
H: -3.526 -0.250 1.902
H: -2.946 -2.131 2.003
H: -1.425 -3.992 2.262
H: 0.044 -4.696 0.397
H: -0.099 -3.489 -1.760
H: -1.585 -1.614 -2.035
H: -4.216 0.738 -1.391
H: -3.251 -0.468 -2.247
H: -1.166 0.587 -1.403
H: -2.157 1.793 -2.271


(6)
ORCA calculation (ωB97M-V/def2-TZVPD) on an isolated molecule of C20H26N2O4.

Summary:
**Structure (SMILES)**: CC(=O)c1ccc(N2CCN(C[C@@H](O)COCc3ccco3)CC2)cc1
**E**: -32330.7797 eV
**Energy relative to the best compared isomer or geometry (same formula, charge and spin)**: 80.6 kcal/mol
**HOMO-LUMO gap**: 8.43 eV
**Max |F|**: 0.9 eV/A

Geometry (Å):
C: -8.174 1.704 1.114
C: -7.645 0.818 0.008
O: -8.388 0.366 -0.842
C: -6.202 0.529 0.009
C: -5.300 1.051 0.939
C: -3.962 0.741 0.883
C: -3.451 -0.118 -0.105
N: -2.123 -0.424 -0.158
C: -1.232 -0.217 0.961
C: -0.136 -1.285 0.943
N: 0.682 -1.248 -0.264
C: 1.998 -0.658 -0.081
C: 2.933 -1.689 0.566
O: 2.936 -2.878 -0.184
C: 4.364 -1.159 0.637
O: 4.381 -0.030 1.482
C: 5.662 0.547 1.618
C: 6.180 1.136 0.342
C: 5.632 2.033 -0.528
C: 6.572 2.194 -1.574
C: 7.619 1.385 -1.261
O: 7.389 0.737 -0.107
C: -0.041 -0.662 -1.384
C: -1.519 -1.032 -1.324
C: -4.361 -0.643 -1.039
C: -5.694 -0.322 -0.978
H: -9.249 1.814 0.998
H: -7.707 2.685 1.064
H: -7.961 1.263 2.085
H: -5.640 1.722 1.714
H: -3.296 1.189 1.603
H: -1.792 -0.308 1.895
H: -0.776 0.784 0.929
H: 0.502 -1.159 1.819
H: -0.610 -2.272 1.010
H: 2.399 -0.416 -1.068
H: 1.987 0.257 0.526
H: 2.598 -1.896 1.595
H: 2.026 -3.004 -0.488
H: 5.019 -1.949 1.030
H: 4.707 -0.900 -0.374
H: 6.389 -0.196 1.977
H: 5.539 1.326 2.378
H: 4.680 2.512 -0.432
H: 6.479 2.826 -2.434
H: 8.550 1.190 -1.756
H: 0.045 0.436 -1.400
H: 0.394 -1.048 -2.311
H: -1.621 -2.127 -1.307
H: -2.010 -0.652 -2.223
H: -4.022 -1.324 -1.803
H: -6.387 -0.734 -1.696


(7)
ORCA calculation (ωB97M-V/def2-TZVPD) on an isolated molecule of C20H26N2O4S at a distorted geometry.

Summary:
**Structure (SMILES)**: CCN1CCN(C(=O)c2ccc(CS(=O)(=O)Cc3ccccc3C)o2)CC1
**E**: -43166.8106 eV
**Energy relative to the best compared isomer or geometry (same formula, charge and spin)**: 74.4 kcal/mol
**HOMO-LUMO gap**: 9.06 eV
**Max |F|**: 1.3 eV/A

Geometry (Å):
C: 5.437 2.753 0.055
C: 4.865 1.595 0.864
N: 4.174 0.643 0.012
C: 2.868 1.076 -0.453
C: 1.697 0.502 0.351
N: 1.735 -0.946 0.297
C: 0.771 -1.780 0.752
O: 0.933 -2.993 0.776
C: -0.509 -1.232 1.232
C: -1.454 -1.932 1.941
C: -2.526 -1.047 2.169
C: -2.177 0.133 1.571
C: -2.914 1.397 1.424
S: -4.557 1.130 0.620
O: -5.168 -0.022 1.226
O: -5.266 2.377 0.721
C: -4.282 0.808 -1.174
C: -2.979 0.155 -1.465
C: -1.920 0.938 -1.916
C: -0.700 0.373 -2.237
C: -0.523 -0.992 -2.098
C: -1.563 -1.775 -1.632
C: -2.800 -1.225 -1.314
C: -3.915 -2.108 -0.850
O: -0.951 0.031 1.012
C: 3.024 -1.516 -0.049
C: 4.130 -0.693 0.592
H: 6.043 3.388 0.696
H: 4.651 3.363 -0.384
H: 6.059 2.366 -0.747
H: 5.694 1.062 1.337
H: 4.214 1.982 1.667
H: 2.755 0.772 -1.500
H: 2.814 2.165 -0.419
H: 1.757 0.844 1.394
H: 0.762 0.866 -0.077
H: -1.368 -2.952 2.251
H: -3.444 -1.247 2.680
H: -2.370 2.114 0.816
H: -3.190 1.843 2.377
H: -4.356 1.794 -1.624
H: -5.135 0.199 -1.462
H: -2.065 2.003 -2.034
H: 0.103 0.996 -2.605
H: 0.422 -1.450 -2.348
H: -1.413 -2.837 -1.511
H: -4.664 -2.210 -1.636
H: -4.405 -1.699 0.031
H: -3.536 -3.099 -0.613
H: 3.036 -2.543 0.322
H: 3.153 -1.537 -1.136
H: 5.099 -1.173 0.420
H: 3.955 -0.661 1.681


(8)
ORCA calculation (ωB97M-V/def2-TZVPD) on an isolated molecule of C20H26N2O5 at a distorted geometry.

Summary:
**Structure (SMILES)**: COc1cccc(OCc2cc(C(=O)N(C)CC[C@H]3CCCCO3)no2)c1
**E**: -34377.8358 eV
**Energy relative to the best compared isomer or geometry (same formula, charge and spin)**: 91.3 kcal/mol
**HOMO-LUMO gap**: 9.27 eV
**Max |F|**: 1.1 eV/A

Geometry (Å):
C: 2.457 -0.081 -5.593
O: 1.502 0.660 -4.873
C: 0.189 0.318 -4.993
C: -0.299 -0.711 -5.786
C: -1.664 -0.953 -5.816
C: -2.540 -0.193 -5.074
C: -2.051 0.842 -4.275
O: -2.997 1.545 -3.578
C: -2.580 2.584 -2.732
C: -1.794 2.097 -1.557
C: -1.685 0.876 -0.963
C: -0.778 1.098 0.110
C: -0.381 0.028 1.060
O: -0.946 -1.055 0.999
N: 0.603 0.284 1.946
C: 1.270 1.555 2.087
C: 0.956 -0.759 2.888
C: 0.315 -0.521 4.259
C: 0.938 -1.389 5.354
C: 0.766 -2.892 5.113
C: 1.441 -3.670 6.241
C: 2.901 -3.232 6.339
C: 2.961 -1.713 6.497
O: 2.311 -1.044 5.442
N: -0.402 2.355 0.129
O: -1.021 2.980 -0.897
C: -0.692 1.095 -4.238
H: 2.454 -1.135 -5.298
H: 2.293 -0.005 -6.673
H: 3.421 0.360 -5.344
H: 0.361 -1.326 -6.376
H: -2.043 -1.754 -6.433
H: -3.602 -0.375 -5.091
H: -3.508 3.052 -2.383
H: -1.996 3.341 -3.274
H: -2.154 -0.048 -1.225
H: 1.706 1.870 1.139
H: 2.059 1.450 2.828
H: 0.577 2.335 2.407
H: 2.042 -0.786 3.001
H: 0.604 -1.702 2.467
H: 0.463 0.524 4.540
H: -0.756 -0.717 4.206
H: 0.453 -1.138 6.316
H: -0.296 -3.132 5.058
H: 1.233 -3.160 4.165
H: 1.377 -4.743 6.054
H: 0.933 -3.460 7.186
H: 3.395 -3.706 7.187
H: 3.428 -3.515 5.426
H: 3.993 -1.356 6.481
H: 2.501 -1.426 7.457
H: -0.260 1.879 -3.637